Record 1
A molecular structure, C2H2I2S in a non-equilibrium geometry, computed with the ωB97M-V functional and the def2-TZVPD basis.

XYZ file:
```
7
Properties=species:S:1:pos:R:3
C -0.91 -1.62 -1.22
I -1.41 -3.22 0.21
I -0.87 0.35 -0.36
S 2.16 2.28 -0.48
H -1.70 -1.70 -2.03
H 0.15 -1.84 -1.54
C 1.91 1.26 -1.59
```

The value obtained for the frontier orbital gap is 8.7872 eV. The calculation puts the energy relative to the best compared isomer or geometry (same formula, charge and spin) at 39.7 kcal/mol. Its spin multiplicity is 1. For the LUMO energy, the calculation gives -0.461 eV.

***

Record 2
A gas-phase ion, C6H9ClN3 (charge +1) in a non-equilibrium geometry, computed with the ωB97M-V functional and the def2-TZVPD basis.

XYZ file:
```
19
Properties=species:S:1:pos:R:3
N -0.01 -0.09 0.96
H 4.03 -0.95 0.79
C -1.46 0.23 -2.68
H -2.99 -0.81 1.45
N 2.13 -0.62 0.25
C -2.28 -0.18 1.77
C -0.52 -0.06 -1.94
H 3.33 0.87 0.94
C 1.00 0.21 -0.03
H -1.89 -0.44 2.76
N 0.54 -0.33 -1.33
H 0.99 -1.17 -1.61
Cl 1.25 2.02 -0.21
C -1.29 -0.31 0.63
H -2.45 -0.13 -2.56
H -2.53 0.85 1.65
H 0.29 0.20 1.97
C 3.22 -0.17 0.71
H -1.37 0.87 -3.51
```

The value obtained for the frontier orbital gap is 8.6455 eV. The calculation puts the energy relative to the best compared isomer or geometry (same formula, charge and spin) at 115.8 kcal/mol. Its spin multiplicity is 1. As for the net charge: +1. For the LUMO energy, the calculation gives -3.988 eV.

***

Record 3
A single C4H9NO molecule in a non-equilibrium geometry, computed with the ωB97M-V functional and the def2-TZVPD basis.

XYZ file:
```
15
Properties=species:S:1:pos:R:3
H -1.10 -2.70 0.72
C 0.37 0.36 0.97
H 0.48 1.25 -2.42
H 0.45 -0.38 -1.73
H 0.35 -2.02 0.82
H -0.11 0.84 1.84
O -2.41 -1.06 0.78
H 0.33 2.23 -0.11
H 1.83 0.69 -1.43
H -1.05 1.19 -0.43
N -0.06 -1.07 0.89
H 1.45 0.39 1.15
C -1.31 -1.56 0.80
C 0.04 1.18 -0.29
C 0.74 0.66 -1.54
```

The value obtained for the frontier orbital gap is 10.7715 eV. The calculation puts the energy relative to the best compared isomer or geometry (same formula, charge and spin) at 30.9 kcal/mol. Its spin multiplicity is 1. The SMILES is CCCNC=O. For the LUMO energy, the calculation gives 0.848 eV.

***

Record 4
A gas-phase ion, C3H7NO2 (charge +1) in a non-equilibrium geometry, computed with the ωB97M-V functional and the def2-TZVPD basis.

XYZ file:
```
13
Properties=species:S:1:pos:R:3
H 1.35 -1.99 0.69
N 1.16 -1.56 -0.21
H -0.82 1.34 1.67
C 0.07 -0.69 -0.43
C -0.75 -0.39 0.82
H -1.72 0.05 0.66
H -0.75 -1.22 1.52
H 1.12 0.58 -1.96
H -0.59 -1.38 -1.03
C 0.24 0.61 -1.29
H 2.01 -1.12 -0.59
O -0.20 0.60 1.77
O -0.48 1.52 -1.10
```

The value obtained for the frontier orbital gap (spin up / spin down) is 10.8338 / 5.8012 eV. The calculation puts the energy relative to the best compared isomer or geometry (same formula, charge and spin) at 54.6 kcal/mol. Its spin multiplicity is 2. As for the net charge: +1. For the LUMO energy (spin up / spin down), the calculation gives -4.457 / -9.294 eV.

***

Record 5
A single C23H29NS molecule in a non-equilibrium geometry, computed with the ωB97M-V functional and the def2-TZVPD basis.

XYZ file:
```
54
Properties=species:S:1:pos:R:3
C 1.76 -1.29 0.81
C -3.63 1.48 -1.51
H 1.07 -4.60 0.78
H 0.15 3.40 0.92
H -2.30 -1.34 -0.89
H 1.80 -4.13 -1.17
C -2.50 3.46 -0.75
C 1.16 -3.60 1.20
H 0.62 0.92 2.65
H -3.37 -0.97 -2.32
C -1.27 1.34 -0.88
H 0.74 -1.78 4.00
H 3.75 0.77 1.11
H 1.33 -2.48 -1.80
S 1.25 -0.55 -5.02
H 4.38 -0.59 0.10
C -0.13 3.61 -0.13
H -5.29 3.58 -2.34
C -4.94 3.62 -1.30
C -2.46 -0.68 -1.75
H -5.76 3.21 -0.69
C 1.95 -3.03 -1.07
C 1.46 -1.01 2.14
C 1.29 0.94 -0.42
C 3.69 0.27 0.14
H 1.83 1.69 -1.07
C 0.72 -0.16 -3.53
H -4.49 1.01 -1.91
C -2.47 0.74 -1.32
H -2.53 4.57 -0.57
H -0.34 -0.54 -0.63
H 0.76 3.50 -0.76
N 0.36 0.06 -2.42
C 1.64 -2.62 0.35
C -0.02 0.53 -1.08
H 2.98 -2.76 -1.37
H 1.81 0.20 3.85
H 4.05 0.99 -0.61
H 0.34 -5.38 3.02
H 1.04 1.44 0.55
C 0.87 -3.34 2.52
C -1.31 2.77 -0.56
H 1.06 -4.47 4.34
H 2.36 -0.67 -1.19
H -0.60 -4.10 3.87
C 0.39 -4.38 3.48
C 1.57 0.34 2.77
H -0.43 4.68 -0.20
H -1.55 -0.91 -2.36
C 1.00 -2.02 2.99
C -3.66 2.86 -1.16
H 2.38 0.97 2.38
C 2.29 -0.24 -0.18
H -4.78 4.66 -0.99
```

The value obtained for the frontier orbital gap is 9.2872 eV. The calculation puts the energy relative to the best compared isomer or geometry (same formula, charge and spin) at 11.1 kcal/mol. Its spin multiplicity is 1. The SMILES is Cc1cc(C)c([C@H](C)C[C@H](N=C=S)c2c(C)cc(C)cc2C)c(C)c1. For the LUMO energy, the calculation gives 0.657 eV.

***

Record 6
A single C5H6O2 molecule in a non-equilibrium geometry, computed with the ωB97M-V functional and the def2-TZVPD basis.

XYZ file:
```
13
Properties=species:S:1:pos:R:3
H 1.36 2.16 0.04
H -1.64 -0.91 1.20
C 1.11 1.10 -0.25
H 2.86 -0.27 0.02
H -2.54 -1.04 -0.38
H -0.25 0.66 1.20
O -1.59 0.71 -0.23
C -1.64 -0.65 0.08
C 1.86 0.06 0.01
H -0.30 -0.60 -1.40
C -0.29 0.66 0.10
C -0.17 -0.75 -0.38
O 1.23 -1.14 -0.03
```

The value obtained for the frontier orbital gap is 10.0264 eV. The calculation puts the energy relative to the best compared isomer or geometry (same formula, charge and spin) at 125.9 kcal/mol. Its spin multiplicity is 1. For the LUMO energy, the calculation gives 1.008 eV.